1.
Computed, not measured: a molecular structure, C35H34Cl2N2O4S2Sb2V at a distorted geometry, with ωB97M-V/def2-TZVPD.

The HOMO energy (alpha / beta) is -7.7 / -7.7 eV. For the largest force on an atom, the calculation gives 4.6 eV Å⁻¹. The net charge is 0. As for the calculated total energy: -133494.815 eV. Its HOMO-LUMO gap (alpha / beta) is 5.06 / 5.70 eV. As for the spin multiplicity: 2.

```
82
Properties=species:S:1:pos:R:3:forces:R:3
V -0.555873 1.923916 0.933543 2.1 -1.7 -0.2
C 2.558061 1.236874 2.725556 0.0 0.1 0.0
C 1.250650 0.947584 3.391708 0.3 0.0 -0.1
C 1.254094 0.685888 4.773767 -0.3 -0.1 0.2
C 0.089288 0.386078 5.422989 0.2 0.0 -0.3
C -1.089985 0.226359 4.669356 0.0 0.2 -0.4
C -2.304013 -0.201555 5.240105 -0.2 0.0 -0.1
C -3.393958 -0.444818 4.446331 0.1 0.0 0.3
C -3.303990 -0.311753 3.059997 0.4 0.2 -0.2
C -2.138241 0.131417 2.468155 -0.2 -0.1 0.4
S -1.982348 0.151246 0.735745 0.0 0.1 -0.4
C -1.012111 0.464061 3.268747 -0.8 -0.7 1.1
N 0.131516 0.899711 2.678180 0.2 0.3 0.0
H 3.372285 1.193046 3.444269 0.0 0.0 0.1
H 2.558831 2.230999 2.279381 0.0 -0.1 0.0
H 2.756023 0.502443 1.944096 0.0 0.0 0.0
H 2.193178 0.736398 5.302471 0.0 0.0 0.0
H 0.064308 0.216829 6.490017 0.0 0.0 0.1
H -2.350811 -0.350164 6.307639 0.0 0.0 0.1
H -4.322884 -0.781141 4.880133 -0.1 0.0 0.1
H -4.136325 -0.585586 2.428698 -0.1 0.0 0.0
Cl 1.036651 0.875052 -0.195183 1.7 -1.4 -1.5
C 2.424324 1.885641 -0.443948 0.7 1.2 0.0
C 3.556929 1.392797 -1.068415 -0.2 -0.2 0.0
C 4.652232 2.225940 -1.227192 -0.1 0.1 0.1
C 4.602284 3.541925 -0.787003 -0.1 -0.1 0.0
C 3.465564 4.019190 -0.168381 -0.3 -0.4 0.0
Cl 3.381385 5.637703 0.391876 0.3 0.3 0.0
C 2.346693 3.193847 0.049579 0.1 -0.1 -0.2
S 1.007973 3.773661 0.967776 -0.3 -0.3 0.4
H 3.574064 0.371557 -1.414559 0.0 -0.1 -0.1
H 5.547513 1.857066 -1.697881 0.1 -0.1 -0.1
H 5.443827 4.203320 -0.913934 0.1 0.0 0.0
C -1.134806 -3.037806 2.777915 0.2 0.3 -0.3
Sb 0.173828 -2.311685 1.192441 0.3 -1.2 0.5
C 1.917821 -3.278156 2.108021 -0.4 0.2 -0.4
C -0.432565 -4.043382 -0.044899 -0.1 0.6 0.5
C 0.408205 -4.240692 -1.239064 0.3 -0.1 -0.5
C 1.641058 -4.864190 -1.059632 0.0 0.0 0.0
C 2.510556 -5.082637 -2.107069 0.1 0.0 -0.1
C 2.145368 -4.688408 -3.384467 0.1 0.0 0.0
C 0.918899 -4.086704 -3.585766 0.0 0.0 0.0
C 0.037745 -3.837249 -2.534296 0.4 -0.3 0.1
C -1.223463 -3.129032 -2.817433 -0.3 0.7 0.2
Sb -0.987686 -1.000665 -2.258603 -0.3 -0.4 -1.4
C -2.727287 -0.354507 -3.401142 0.3 0.0 0.4
C 0.400809 -0.588401 -3.889732 -0.2 -0.1 0.4
H -0.931871 -4.090881 2.952874 0.1 -0.1 0.0
H -2.172398 -2.921646 2.481443 -0.1 0.0 -0.1
H -0.974812 -2.486614 3.699279 0.0 0.1 0.1
H 1.685829 -4.304928 2.368563 0.0 -0.2 0.1
H 2.201541 -2.737729 3.007227 0.0 0.1 0.1
H 2.750987 -3.263981 1.413228 0.1 0.0 -0.1
H -1.481423 -3.884912 -0.277701 -0.1 0.0 0.1
H -0.332007 -4.892011 0.627017 -0.1 -0.1 0.1
H 1.907787 -5.188663 -0.064593 0.1 -0.1 0.1
H 3.461915 -5.561278 -1.929565 0.1 -0.1 0.0
H 2.810377 -4.857620 -4.217745 0.0 0.0 -0.1
H 0.622618 -3.806510 -4.587017 0.0 0.1 -0.1
H -2.064937 -3.503648 -2.241351 -0.1 -0.1 0.0
H -1.473860 -3.151130 -3.875084 0.0 0.0 0.0
H -2.522548 -0.432187 -4.463741 0.1 0.0 -0.1
H -2.966491 0.676021 -3.157680 0.0 0.1 0.0
H -3.579141 -0.979042 -3.152794 -0.1 -0.1 0.1
H -0.109031 -0.653391 -4.843609 -0.2 0.0 -0.1
H 1.204050 -1.315891 -3.873340 0.2 -0.1 0.1
H 0.822274 0.405778 -3.781668 0.1 0.2 0.0
O -3.662748 6.252710 -3.420427 -0.8 1.1 0.3
C -3.079958 5.289116 -3.881181 0.7 -1.1 1.4
O -2.841925 4.847274 -4.991795 0.1 -0.2 -1.4
C -2.445163 4.366694 -2.732761 -0.2 0.5 -0.8
C -1.427171 3.483896 -3.053962 0.1 -0.2 0.6
C -0.838801 2.741899 -2.042079 0.4 -0.2 -0.8
N -1.231833 2.814727 -0.776418 -0.5 0.1 -0.2
C -2.239038 3.650896 -0.483198 -0.7 0.7 0.0
C -2.866246 4.459593 -1.415086 0.4 -0.6 0.6
C -2.575113 3.637248 0.985971 -3.1 2.4 -2.3
O -3.537430 4.171422 1.471450 1.0 -0.6 0.2
O -1.677677 2.928251 1.588977 -1.1 1.5 3.5
H -1.095334 3.398602 -4.077806 -0.1 0.0 -0.1
H -0.018821 2.068763 -2.267201 0.0 0.0 0.1
H -3.647219 5.147149 -1.128118 0.0 0.1 0.0
```
Forces are in eV/Å.

=====

2.
Computed, not measured: a molecular structure, C35H34ClFeNOSi2 at a distorted geometry, with ωB97M-V/def2-TZVPD.

The HOMO energy (alpha / beta) is -10.5 / -11.2 eV. For the largest force on an atom, the calculation gives 3.7 eV Å⁻¹. The net charge is +1. As for the calculated total energy: -103041.779 eV. Its HOMO-LUMO gap (alpha / beta) is 7.96 / 5.79 eV. As for the spin multiplicity: 6.

```
75
Properties=species:S:1:pos:R:3:forces:R:3
C -1.617070 -0.673488 4.801200 -0.8 -0.8 0.0
C -2.486461 -0.196847 3.770041 -0.1 -0.4 0.3
C -2.501283 -1.172766 2.713787 0.3 -0.5 0.6
H -3.080136 0.715970 3.811112 0.2 -0.3 0.0
C -1.620607 -2.248875 3.096000 -0.4 0.5 0.4
C -1.066426 -1.929405 4.384623 -1.2 0.3 -0.2
H -0.425251 -2.575123 4.975274 0.0 0.2 -0.2
H -1.482668 -0.219591 5.783146 0.2 0.0 -0.5
H -3.100733 -1.133697 1.810643 0.2 0.0 0.2
H -1.437314 -3.155144 2.538456 0.0 0.1 0.0
Fe -0.476523 -0.379875 2.895381 1.4 0.6 0.8
Si -0.624964 -0.139965 -2.922909 1.0 0.3 -2.8
C -0.066963 1.378813 -3.916367 0.0 0.3 0.4
C 1.280283 1.569872 -4.290352 -0.2 0.4 0.0
H 2.035954 0.840000 -4.000961 -0.1 0.0 -0.2
C 1.669789 2.710156 -5.005140 -0.1 -0.2 0.1
H 2.717766 2.844025 -5.297506 -0.5 -0.1 0.1
C 0.721879 3.683535 -5.349313 -0.1 -0.4 0.1
H 1.018075 4.554300 -5.936391 -0.1 -0.2 0.2
C -0.607547 3.521614 -4.949166 -0.1 -0.2 0.0
H -1.347860 4.289565 -5.195609 0.3 -0.3 0.1
C -0.997543 2.381170 -4.230922 0.3 0.4 -0.1
H -2.025869 2.282960 -3.883871 0.1 0.1 -0.2
C 0.195235 -1.541570 -3.883400 0.2 -0.4 0.4
C -0.186233 -1.722821 -5.224988 0.2 -0.3 0.1
H -0.940215 -1.074625 -5.667766 0.1 -0.1 0.0
C 0.399297 -2.733000 -5.992742 0.0 0.0 0.0
H 0.094401 -2.869724 -7.030968 0.0 0.1 0.3
C 1.371260 -3.580583 -5.444477 -0.3 0.3 0.2
H 1.811163 -4.381808 -6.042290 -0.2 0.3 0.2
C 1.770498 -3.382129 -4.124202 0.1 0.1 0.0
H 2.523043 -4.032237 -3.680889 -0.1 0.2 -0.1
C 1.209730 -2.355749 -3.356916 -0.2 -0.1 -0.3
H 1.563241 -2.199559 -2.336496 -0.1 -0.2 -0.3
H -2.100611 -0.202697 -3.022903 0.2 0.1 0.4
Si 0.727717 0.279868 -0.858613 -2.8 -0.3 2.5
C -0.176341 -1.412747 -0.474990 0.1 0.0 0.3
C -1.546558 -1.689495 -0.710157 -0.1 -0.2 -0.2
H -2.270343 -0.900147 -0.946652 0.5 -0.4 -0.1
C -2.047610 -3.001690 -0.648341 0.3 0.3 0.2
H -3.090973 -3.186031 -0.895848 0.2 0.1 0.1
C -1.217913 -4.060560 -0.287551 0.3 0.1 -0.2
H -1.589955 -5.090463 -0.297653 0.1 0.4 0.1
C 0.105979 -3.783903 0.080745 -0.1 0.3 0.2
H 0.760967 -4.595107 0.412778 -0.2 0.3 -0.1
C 0.595061 -2.470256 0.037059 0.0 -0.7 -0.3
H 1.604464 -2.276382 0.401666 -0.1 -0.1 -0.3
C -0.500379 1.725070 -0.579839 0.7 0.3 -0.1
C -1.799874 1.595443 -0.055706 0.0 0.2 -0.5
H -2.155992 0.645387 0.335287 0.1 0.1 -0.1
C -2.673101 2.688055 -0.055747 0.1 0.0 0.1
H -3.697918 2.556357 0.301958 0.4 0.1 -0.1
C -2.239944 3.939566 -0.502179 0.3 -0.3 0.0
H -2.921186 4.788381 -0.508736 0.1 -0.2 0.0
C -0.913041 4.097144 -0.917230 0.1 0.1 0.2
H -0.550742 5.077517 -1.237517 -0.1 -0.3 0.1
C -0.040002 3.007813 -0.927249 -0.6 -0.1 -0.3
H 0.993089 3.135047 -1.248743 -0.2 0.1 -0.1
H 2.167927 0.483392 -0.691896 0.1 -0.1 -1.2
Cl 1.113688 0.424746 1.558650 0.7 0.4 -0.2
O 2.266384 -1.697816 3.636127 -0.4 0.8 0.1
C 2.378941 -1.254810 4.987941 0.3 -0.3 -0.2
C 1.946529 0.177467 5.238585 0.1 0.2 0.1
C 2.636545 0.921804 6.201153 -0.2 0.0 -0.1
C 2.292068 2.254750 6.411599 -0.2 -0.3 0.0
C 1.278184 2.807113 5.623638 -0.2 -0.5 -0.3
C 0.636040 1.994484 4.684622 0.5 0.0 0.4
N 0.946635 0.694236 4.521053 0.0 0.4 -0.3
H 2.525255 -0.950631 3.064816 -0.1 -0.4 0.2
H 1.779447 -1.943164 5.601101 0.2 0.1 -0.2
H 3.436241 -1.348629 5.280033 -0.3 0.0 0.2
H 3.426164 0.402409 6.748303 -0.2 0.4 0.0
H 2.787337 2.842129 7.186124 -0.1 -0.1 -0.3
H 0.967063 3.839902 5.715619 0.1 0.0 0.1
H -0.129192 2.413048 4.022650 0.2 -0.2 0.3
```
Forces are in eV/Å.

=====

3.
Computed, not measured: 2 unconnected molecules or ions with the total composition C35H34F6N3OS at a distorted geometry, with ωB97M-V/def2-TZVPD.

The HOMO energy is -9.0 eV. For the largest force on an atom, the calculation gives 2.8 eV Å⁻¹. The net charge is +1. As for the calculated total energy: -70497.266 eV. Its HOMO-LUMO gap is 4.07 eV.

```
80
Properties=species:S:1:pos:R:3:forces:R:3
C 4.306146 3.578216 4.261469 -0.5 0.8 0.2
N 4.400880 2.406103 3.431204 0.4 -0.6 0.5
C 5.714907 2.057890 2.920690 -0.5 -0.1 0.3
C 5.870734 2.750016 1.593193 -0.2 1.0 -1.6
F 7.068310 2.541865 0.989561 -1.1 0.2 0.7
F 4.881114 2.318182 0.726623 1.1 0.4 0.7
F 5.686572 4.110947 1.731832 0.4 -1.4 -0.2
C 3.281378 1.763300 2.990796 0.1 -0.1 -0.4
C 3.270378 0.353947 2.830225 -0.2 0.1 -0.1
C 2.156622 -0.256190 2.307333 0.0 0.0 0.1
C 1.005134 0.496505 1.925003 -0.1 0.1 -0.9
C -0.190635 -0.179693 1.578606 0.6 0.2 1.2
C -1.500992 0.306494 1.734145 -1.1 0.4 0.3
C -2.600298 -0.526255 1.339808 0.6 0.3 -0.2
C -3.877113 -0.019975 1.252456 -0.3 0.6 0.1
C -4.120616 1.348539 1.561794 1.0 -0.4 0.0
N -5.335206 1.972019 1.294593 -1.1 0.0 0.6
C -5.765762 2.139636 -0.073134 0.1 0.1 -0.6
C -6.362309 2.121378 2.321781 0.7 -0.3 -0.2
C -6.237522 3.429044 3.055978 0.2 1.4 0.5
F -7.318678 3.690952 3.847408 1.1 -0.3 -0.8
F -5.124800 3.419018 3.870114 -1.1 0.2 -0.6
F -6.088852 4.478135 2.179987 -0.2 -1.0 1.0
C -3.082372 2.113242 2.131813 -0.6 -0.1 0.0
C -1.827730 1.580686 2.296712 0.4 -0.1 -0.4
C 1.114066 1.919593 1.942573 -0.1 0.3 1.0
C 2.160259 2.530858 2.593592 -0.2 0.0 0.0
H 3.553494 3.426448 5.051983 0.3 0.0 -0.3
H 5.279560 3.743316 4.731512 -0.3 0.1 -0.1
H 4.018568 4.477131 3.691018 0.3 -0.1 0.2
H 6.466638 2.440447 3.620365 0.0 -0.4 -0.3
H 5.778702 0.979908 2.745116 0.4 0.3 0.1
H 4.120151 -0.223244 3.206448 -0.4 0.1 -0.3
H 2.118922 -1.341883 2.260834 -0.1 0.3 0.0
H -0.108791 -1.219861 1.299178 0.1 -0.2 -0.1
H -2.393810 -1.568081 1.090085 0.0 0.3 -0.1
H -4.713662 -0.648761 0.942273 0.3 0.2 0.0
H -5.244112 1.425671 -0.727006 -0.2 0.2 0.1
H -6.846747 1.966366 -0.121588 0.2 0.0 -0.3
H -5.548250 3.160478 -0.440807 -0.2 -0.4 0.1
H -7.342580 2.113947 1.826075 0.2 -0.2 0.4
H -6.247394 1.323787 3.071640 -0.4 0.2 -0.2
H -3.314564 3.144587 2.406021 0.2 -0.4 0.1
H -1.081784 2.166596 2.829169 -0.2 -0.2 -0.2
H 0.342555 2.549843 1.498476 0.3 -0.3 0.0
H 2.180151 3.612385 2.773378 0.0 -0.5 -0.5
C 1.771042 -3.218634 0.291404 -0.5 0.1 -0.8
O 0.581250 -2.486889 -0.094331 0.4 0.4 1.6
C 0.153715 -2.586188 -1.391370 1.3 1.6 -1.9
C -0.512894 -3.838189 -1.742827 -0.1 -1.0 0.1
C 0.240664 -4.780897 -2.466987 -0.6 0.0 0.1
C -0.341080 -5.990776 -2.847569 0.0 0.0 0.0
C -1.651496 -6.289724 -2.458915 0.2 0.3 0.1
C -2.367591 -5.387591 -1.659188 0.0 0.0 0.1
C -1.803238 -4.170153 -1.279090 0.6 0.0 -0.5
C 0.667984 -1.642097 -2.278730 -0.8 -1.9 1.2
N 0.453829 -1.581723 -3.637908 -0.3 0.0 -0.4
C -0.491596 -2.427805 -4.346302 0.1 0.2 -0.3
C 1.206234 -0.618219 -4.307197 -0.1 0.0 -0.2
C 1.984566 0.135553 -3.426098 0.4 0.5 -0.9
C 2.794600 1.161808 -3.920228 -0.4 -0.3 0.1
C 2.763121 1.460754 -5.289231 -0.2 -0.2 0.1
C 1.975890 0.701956 -6.171207 0.1 -0.1 0.5
C 1.222342 -0.375523 -5.693434 0.1 0.1 0.4
S 1.793199 -0.390103 -1.759887 -0.1 0.0 -0.1
H 1.946075 -2.974111 1.341620 0.0 -0.3 -0.2
H 1.596514 -4.295298 0.162747 0.1 0.2 0.1
H 2.612626 -2.886004 -0.333584 -0.1 -0.2 0.2
H 1.273666 -4.522471 -2.728805 -0.4 -0.2 0.0
H 0.239985 -6.690306 -3.453836 -0.3 0.1 0.2
H -2.107970 -7.232868 -2.759626 0.1 0.3 0.1
H -3.379536 -5.633335 -1.333192 0.3 0.0 -0.1
H -2.334555 -3.442660 -0.658496 0.0 -0.3 -0.3
H -0.726042 -1.936949 -5.290102 -0.1 0.0 0.1
H -0.049611 -3.402015 -4.582814 -0.3 0.1 0.1
H -1.417837 -2.541457 -3.774663 0.3 -0.1 -0.1
H 3.424438 1.695172 -3.211682 -0.1 0.1 -0.3
H 3.360216 2.284732 -5.671482 -0.1 -0.2 0.1
H 1.954890 0.945122 -7.235153 0.1 -0.1 0.4
H 0.665950 -1.016677 -6.382132 0.2 0.4 0.3
```
Forces are in eV/Å.